# 1
DFT (ωB97M-V with the def2-TZVPD basis set) results for C34H48FN7W as an isolated structure.

Summary:
- Multiplicity: 3
- Relative energy (zero: lowest compared OMol25 entry of this formula, charge and spin): 3.461 eV
- Kohn-Sham gap (alpha / beta): 6.08 / 6.49 eV
- Net charge: +2

Last column: Mulliken charge in e.
Positions of all 91 atoms, in Å:
W (-0.03, -0.86, 0.18)  2.93
N (-1.99, -0.61, -0.99)  -0.65
C (-3.11, -0.11, -0.08)  -0.57
C (-3.01, -0.37, 1.39)  -0.53
N (-1.81, -1.14, 1.71)  -0.49
C (-1.54, -1.20, 3.13)  -0.66
C (-0.12, -1.60, 3.32)  -0.76
N (0.73, -0.97, 2.30)  -0.94
H (-1.96, 0.03, -1.85)  -0.12
H (-2.25, -1.49, -1.42)  0.20
H (-4.06, -0.52, -0.49)  0.53
H (-3.21, 0.98, -0.25)  0.20
H (-3.85, -0.97, 1.67)  0.54
H (-3.04, 0.57, 1.94)  0.09
H (-1.99, -2.10, 1.41)  -0.07
H (-2.28, -1.88, 3.61)  0.39
H (-1.69, -0.19, 3.53)  0.34
H (-0.17, -2.72, 3.33)  0.25
H (0.14, -1.28, 4.30)  0.66
H (1.72, -1.32, 2.45)  0.40
H (0.83, 0.02, 2.54)  0.14
C (-1.42, 4.67, 1.48)  -1.62
C (-1.29, 3.11, 1.59)  1.07
C (-2.04, 2.78, 2.90)  -1.67
C (0.14, 2.59, 1.43)  -0.22
C (1.01, 2.80, 2.48)  -0.20
C (2.40, 2.96, 2.32)  -1.48
C (2.95, 2.86, 1.06)  0.09
C (2.12, 2.59, -0.08)  0.08
C (2.54, 3.04, -1.43)  0.48
C (4.03, 2.58, -1.63)  -1.26
C (2.30, 4.55, -1.60)  -1.39
C (0.74, 2.19, 0.18)  0.01
N (0.10, 1.26, -0.74)  0.40
C (-0.51, 1.76, -1.92)  0.74
C (-0.96, 3.15, -2.04)  -0.07
C (-1.99, 3.44, -2.96)  -1.25
C (-2.35, 2.49, -3.89)  -0.69
C (-1.70, 1.31, -4.01)  -0.06
C (-0.75, 1.01, -3.08)  -0.29
F (0.15, 0.05, -3.50)  -0.41
H (-2.45, 4.98, 1.55)  0.47
H (-0.96, 5.15, 0.61)  0.30
H (-0.88, 5.11, 2.32)  0.46
H (-1.92, 2.81, 0.66)  -0.42
H (-1.71, 3.60, 3.62)  0.56
H (-1.72, 1.81, 3.35)  0.19
H (-3.11, 2.79, 2.68)  0.40
H (0.60, 2.89, 3.45)  0.58
H (3.03, 3.24, 3.12)  0.60
H (3.98, 2.95, 0.89)  0.49
H (1.97, 2.51, -2.15)  -0.12
H (4.61, 2.90, -0.76)  0.40
H (4.36, 2.91, -2.65)  0.37
H (4.07, 1.50, -1.66)  0.32
H (2.69, 4.86, -2.55)  0.46
H (2.78, 5.08, -0.77)  0.34
H (1.18, 4.67, -1.64)  0.25
H (-0.66, 3.95, -1.37)  0.08
H (-2.64, 4.33, -2.87)  0.37
H (-3.19, 2.73, -4.58)  0.36
H (-1.90, 0.59, -4.86)  0.42
C (-3.03, -5.72, 0.37)  -0.61
C (-3.19, -4.81, -0.65)  -0.98
C (-2.21, -3.83, -0.94)  -0.06
C (-1.14, -3.65, -0.03)  -0.46
C (-1.01, -4.59, 1.02)  0.38
C (-1.95, -5.57, 1.20)  -0.94
N (-0.05, -2.71, -0.34)  1.90
C (1.15, -3.41, -0.81)  -0.73
C (1.48, -3.72, -2.17)  -0.55
C (2.76, -4.23, -2.42)  -0.42
C (3.68, -4.54, -1.39)  -0.63
C (3.35, -4.20, -0.02)  -0.79
C (2.11, -3.70, 0.25)  0.25
H (-3.70, -6.52, 0.46)  0.53
H (-4.09, -4.75, -1.28)  0.43
H (-2.32, -3.30, -1.87)  0.58
H (-0.23, -4.44, 1.79)  0.31
H (-1.80, -6.22, 2.02)  0.48
H (0.80, -3.46, -2.95)  0.45
H (3.06, -4.47, -3.43)  0.45
H (4.61, -5.08, -1.60)  0.42
H (4.07, -4.35, 0.77)  0.47
H (1.80, -3.52, 1.27)  0.36
N (2.80, -0.82, -1.34)  -0.76
N (2.22, -0.62, -0.02)  -0.28
H (2.41, -0.09, -1.92)  0.22
H (2.40, -1.69, -1.70)  0.29
H (2.42, 0.35, 0.35)  0.18
H (2.71, -1.15, 0.70)  0.43

=====

# 2
DFT (ωB97M-V with the def2-TZVPD basis set) results for C20H25F6N2O4PS2V as an isolated structure.

Summary:
- Multiplicity: 2
- Relative energy (zero: lowest compared OMol25 entry of this formula, charge and spin): 2.185 eV
- Kohn-Sham gap (alpha / beta): 5.58 / 4.85 eV
- Net charge: +4

Last column: Mulliken charge in e.
Positions of all 61 atoms, in Å:
V (-0.65, -1.03, -0.72)  0.41
O (0.77, -0.77, 0.75)  -0.28
S (0.73, -1.29, 2.19)  0.63
C (-0.27, -0.14, 3.20)  -0.95
C (0.05, 1.35, 3.17)  -1.32
C (-0.06, 2.05, 1.81)  -0.29
C (-1.50, 2.08, 1.30)  -0.98
S (-1.67, 2.09, -0.50)  0.27
O (-0.83, 0.65, -0.76)  -0.17
C (-0.60, 3.32, -1.10)  1.24
C (-0.51, 4.51, -0.35)  -0.30
C (0.11, 5.60, -0.94)  -0.84
C (0.65, 5.49, -2.22)  -0.52
C (0.55, 4.30, -2.94)  -0.72
C (-0.10, 3.21, -2.40)  -0.57
C (2.38, -1.11, 2.82)  0.82
C (3.44, -0.74, 1.99)  -0.31
C (4.71, -0.74, 2.53)  -0.67
C (4.92, -1.15, 3.89)  -0.34
C (3.84, -1.52, 4.71)  -0.82
C (2.58, -1.52, 4.19)  -0.28
H (-0.20, -0.56, 4.21)  0.87
H (-1.27, -0.39, 2.85)  0.53
H (1.04, 1.53, 3.59)  0.44
H (-0.65, 1.80, 3.88)  0.45
H (0.59, 1.56, 1.08)  0.25
H (0.32, 3.07, 1.92)  0.60
H (-2.09, 2.94, 1.64)  0.81
H (-2.09, 1.20, 1.56)  0.38
H (-0.94, 4.61, 0.63)  0.42
H (0.17, 6.53, -0.39)  0.44
H (1.14, 6.35, -2.66)  0.45
H (0.97, 4.24, -3.94)  0.44
H (-0.22, 2.30, -2.97)  0.38
H (3.26, -0.46, 0.96)  0.50
H (5.56, -0.44, 1.94)  0.48
H (5.93, -1.19, 4.27)  0.47
H (4.02, -1.83, 5.73)  0.48
H (1.74, -1.86, 4.78)  0.44
C (-3.35, -1.82, -4.11)  -1.54
C (-2.27, -1.59, -3.14)  0.83
N (-2.38, -1.23, -1.91)  0.48
O (-3.58, -0.94, -1.34)  -0.43
C (-0.81, -1.79, -3.50)  0.50
C (-0.27, -2.21, -4.81)  -1.51
N (-0.15, -1.51, -2.44)  1.14
O (0.92, -1.40, -1.76)  -0.55
H (-4.30, -1.41, -3.77)  0.48
H (-3.47, -2.90, -4.27)  0.39
H (-3.10, -1.38, -5.07)  0.41
H (-4.17, -1.71, -1.41)  0.39
H (-0.75, -3.15, -5.11)  0.39
H (0.81, -2.35, -4.77)  0.40
H (-0.52, -1.46, -5.57)  0.38
F (-1.66, -1.59, 0.60)  -0.54
P (-1.16, -4.28, 0.48)  1.08
F (-2.70, -4.34, 0.66)  -0.24
F (-0.99, -4.11, 2.02)  -0.23
F (0.21, -3.46, 0.31)  -0.29
F (-0.72, -5.68, 0.18)  -0.18
F (-1.44, -3.69, -1.00)  -0.21

=====

# 3
DFT (ωB97M-V with the def2-TZVPD basis set) results for a 3-piece molecular cluster, H3NO3PS overall.

Summary:
- Relative energy (zero: lowest compared OMol25 entry of this formula, charge and spin): 3.646 eV
- Kohn-Sham gap (alpha / beta): 6.20 / 6.21 eV
- Net charge: -1

Last column: Mulliken charge in e.
Positions of all 9 atoms, in Å:
N (0.90, 1.65, 1.80)  -0.42
O (-1.47, -1.76, -2.55)  -0.93
O (1.01, -1.68, 0.19)  -0.42
O (0.76, 0.23, -1.28)  -0.43
P (-0.41, 0.88, 1.68)  0.09
S (0.10, -0.87, -0.55)  0.64
H (-1.70, -0.83, -2.94)  0.18
H (0.67, 2.64, 1.47)  0.23
H (0.14, -0.25, 2.19)  0.06

=====

# 4
DFT (ωB97M-V with the def2-TZVPD basis set) results for one molecule with the formula C3H4N4.

Summary:
- Relative energy (zero: lowest compared OMol25 entry of this formula, charge and spin): 5.172 eV
- Kohn-Sham gap: 8.89 eV

Last column: Mulliken charge in e.
Positions of all 11 atoms, in Å:
C (0.53, -0.47, -0.87)  0.05
C (-0.39, -0.01, 0.53)  0.81
N (0.66, 0.90, -0.18)  -0.43
N (1.53, -0.97, -1.42)  -0.61
N (-0.04, -0.42, 1.70)  -0.79
C (-1.75, 0.33, 0.13)  0.16
N (-2.84, 0.59, -0.15)  -0.38
H (1.49, 1.09, 0.38)  0.35
H (0.28, 1.71, -0.66)  0.32
H (1.34, -1.94, -1.70)  0.29
H (-0.82, -0.80, 2.23)  0.24

=====

# 5
DFT (ωB97M-V with the def2-TZVPD basis set) results for one molecule with the formula C17H27N3O2.

Summary:
- Relative energy (zero: lowest compared OMol25 entry of this formula, charge and spin): 4.159 eV
- Kohn-Sham gap: 9.24 eV
- SMILES: C[C@H]1CC[C@H](n2cnc([C@@]3(C(=O)O)C[C@@H]3CCCN)c2)CC1

Last column: Mulliken charge in e.
Positions of all 49 atoms, in Å:
O (1.18, 3.80, 1.58)  -0.59
N (2.28, 0.86, -0.54)  -0.62
O (0.28, 5.20, 0.23)  -0.43
C (0.61, 3.94, 0.56)  0.41
C (2.30, -0.39, -0.10)  -0.12
C (0.41, 0.49, 0.68)  -0.68
C (1.09, 1.37, -0.03)  -0.16
N (-3.49, 2.39, -3.84)  -0.55
N (1.14, -0.66, 0.62)  0.35
C (0.20, -5.70, 3.22)  -1.77
C (-2.36, 3.25, -4.06)  -0.48
C (-2.07, 4.17, -2.91)  -0.75
C (1.19, -2.04, 2.65)  -0.78
C (1.36, -3.20, 0.37)  -0.62
C (0.48, -3.20, 3.34)  -0.92
C (0.95, -4.62, 1.10)  -1.42
C (-1.80, 3.38, -1.61)  -1.01
C (0.83, 3.07, -1.97)  -1.15
C (0.54, 2.70, -0.44)  0.94
C (0.80, -2.01, 1.17)  -0.16
C (0.97, -4.58, 2.61)  0.99
C (-0.53, 2.46, -1.59)  -0.03
H (0.50, 5.63, 1.06)  0.34
H (3.20, -1.05, -0.18)  0.32
H (-0.58, 0.49, 1.10)  0.49
H (-4.40, 2.90, -3.71)  0.20
H (-3.63, 1.69, -4.57)  0.20
H (0.40, -6.68, 2.74)  0.38
H (0.34, -5.80, 4.28)  0.39
H (-0.84, -5.60, 2.92)  0.41
H (-2.64, 3.90, -4.91)  0.31
H (-1.45, 2.63, -4.35)  0.34
H (-2.93, 4.78, -2.79)  0.37
H (-1.22, 4.86, -3.00)  0.31
H (1.00, -1.12, 3.28)  0.31
H (2.24, -2.19, 2.76)  0.37
H (0.91, -3.28, -0.66)  0.29
H (2.49, -3.25, 0.41)  0.35
H (-0.60, -3.06, 3.24)  0.36
H (0.58, -3.36, 4.47)  0.37
H (-0.03, -4.77, 0.89)  0.52
H (1.41, -5.49, 0.63)  0.45
H (-2.62, 2.71, -1.41)  0.49
H (-1.84, 4.09, -0.69)  0.27
H (1.54, 2.49, -2.45)  0.34
H (0.77, 4.09, -2.34)  0.24
H (-0.32, -2.07, 1.24)  0.21
H (2.03, -4.72, 2.93)  0.14
H (-0.66, 1.47, -1.94)  0.75

=====

# 6
DFT (ωB97M-V with the def2-TZVPD basis set) results for an isolated ion of composition C4H13N3 and charge +1.

Summary:
- Multiplicity: 2
- Relative energy (zero: lowest compared OMol25 entry of this formula, charge and spin): 2.066 eV
- Kohn-Sham gap (alpha / beta): 3.54 / 8.07 eV
- Net charge: +1

Last column: Mulliken charge in e.
Positions of all 20 atoms, in Å:
C (0.94, 0.55, -1.16)  -0.97
C (0.98, 0.60, 0.48)  -0.33
C (0.49, -0.86, 0.97)  -0.90
N (-2.49, -0.89, 1.75)  -0.38
C (-1.98, -1.45, 0.70)  -0.27
N (-0.73, -1.26, 0.30)  -0.09
N (1.46, 1.80, -1.86)  -0.29
H (-0.10, 0.48, -1.62)  0.31
H (1.44, -0.31, -1.48)  0.45
H (0.24, 1.33, 0.84)  0.38
H (2.04, 0.83, 0.83)  0.41
H (1.32, -1.48, 0.48)  0.29
H (0.41, -1.00, 2.05)  0.40
H (-3.54, -0.79, 1.91)  0.23
H (-1.88, -0.78, 2.47)  0.16
H (-2.59, -2.08, -0.02)  0.35
H (-0.61, -1.17, -0.69)  0.13
H (0.89, 2.69, -1.57)  0.41
H (2.40, 2.02, -1.51)  0.37
H (1.32, 1.78, -2.87)  0.37

=====

# 7
DFT (ωB97M-V with the def2-TZVPD basis set) results for an isolated ion of composition C5H10NO and charge -1.

Summary:
- Relative energy (zero: lowest compared OMol25 entry of this formula, charge and spin): 1.655 eV
- Kohn-Sham gap: 5.83 eV
- SMILES: C=NCCCC[O-]
- Net charge: -1

Last column: Mulliken charge in e.
Positions of all 17 atoms, in Å:
C (2.34, 0.81, -0.29)  -0.41
O (3.52, 0.53, 0.19)  -0.83
C (1.18, -0.23, 0.11)  -0.56
C (-0.30, 0.19, 0.00)  -0.52
C (-1.20, -1.05, 0.05)  -0.32
C (-3.13, 0.32, 0.09)  -0.31
N (-2.64, -0.83, -0.13)  -0.52
H (1.86, 1.86, 0.02)  0.07
H (2.27, 0.86, -1.40)  0.13
H (1.46, -0.57, 1.11)  0.25
H (1.36, -0.88, -0.76)  0.19
H (-0.38, 0.80, -0.89)  0.34
H (-0.74, 0.82, 0.76)  0.37
H (-1.20, -1.35, 1.15)  0.20
H (-0.83, -1.83, -0.59)  0.39
H (-4.14, 0.39, 0.50)  0.25
H (-2.65, 1.29, 0.08)  0.28

=====

# 8
DFT (ωB97M-V with the def2-TZVPD basis set) results for one molecule with the formula C14H17N3O4.

Summary:
- Relative energy (zero: lowest compared OMol25 entry of this formula, charge and spin): 2.055 eV
- Kohn-Sham gap: 8.53 eV
- SMILES: N[C@@H](Cc1c[nH]c2ccccc12)C(=O)N[C@@H](CO)C(=O)O

Last column: Mulliken charge in e.
Positions of all 38 atoms, in Å:
C (1.26, 2.52, -0.02)  0.09
C (2.03, 1.21, 0.02)  0.43
C (-0.06, 2.32, -0.70)  -0.59
C (-1.19, 1.62, 0.04)  0.62
C (-1.81, 2.06, 1.14)  -0.89
C (-1.92, 0.45, -0.46)  1.17
C (-2.99, 0.26, 0.43)  -0.72
C (-1.66, -0.46, -1.53)  0.04
C (-3.84, -0.85, 0.26)  -0.86
C (-2.53, -1.57, -1.71)  -0.93
C (-3.64, -1.69, -0.85)  -0.49
C (2.08, -1.08, 0.81)  0.26
C (2.12, -1.78, -0.50)  0.12
C (1.51, -2.03, 1.88)  -1.08
H (2.33, 4.23, 0.18)  0.28
H (2.75, 3.21, -1.15)  0.33
H (1.05, 2.76, 1.05)  0.40
H (-0.41, 3.32, -1.05)  0.35
H (0.14, 1.66, -1.58)  0.02
H (-1.64, 2.84, 1.88)  0.42
H (-3.70, 1.45, 2.02)  0.27
H (-0.81, -0.25, -2.18)  0.26
H (-4.71, -1.05, 0.87)  0.39
H (-2.42, -2.11, -2.67)  0.37
H (-4.40, -2.43, -1.01)  0.38
H (0.49, 0.23, 0.67)  0.19
H (3.06, -0.94, 1.19)  0.45
H (2.04, -2.92, 1.87)  0.46
H (1.47, -1.58, 2.85)  0.44
H (0.23, -2.75, 0.64)  0.34
H (3.04, -3.17, -1.23)  0.38
N (1.99, 3.63, -0.61)  -0.65
N (-2.93, 1.24, 1.34)  -0.04
N (1.48, 0.21, 0.80)  -0.11
O (3.11, 1.16, -0.56)  -0.70
O (1.25, -1.72, -1.29)  -0.43
O (0.14, -2.36, 1.58)  -0.51
O (3.21, -2.58, -0.48)  -0.46

=====

Summary of F_max in eV/A
3.064, 1.429, 3.817, 0.738, 3.703, 5.999, 2.413, 3.294
(order as listed above)